P.
ORCA calculation (wB97M-V/def2-TZVPD) on a single C2H3OPS molecule.

```
! wB97M-V def2-TZVPD RIJCOSX def2/J DEFGRID3
* xyz 0 1
H -0.621 0.518 -0.720
P 1.717 0.246 -1.068
S 3.121 1.051 0.425
O 3.535 -1.620 0.292
H -0.132 0.456 0.794
C 2.973 -0.600 -0.010
C 0.110 0.015 -0.176
H -0.094 -1.044 -0.211
*
```

Summary:
HOMO level: -0.335 hartree
SMILES string: CP1SC1=O
Molar mass: 106.1 g mol⁻¹
LUMO level: -0.01 eV

Results of the Mulliken charge analysis, in e, for atoms 1 through 6: atom 1 (H): 0.328, atom 2 (P): 0.084, atom 3 (S): -0.182, atom 4 (O): -0.472, atom 5 (H): 0.352, atom 6 (C): 0.533


Q.
ORCA calculation (wB97M-V/def2-TZVPD) on 2 unconnected molecules or ions with the total composition C2H3OPS.

```
! wB97M-V def2-TZVPD RIJCOSX def2/J DEFGRID3
* xyz 0 1
H 0.935 0.723 -2.182
P -0.249 1.421 -1.928
C 0.190 -0.854 1.323
S -0.935 -0.239 -1.033
H -0.561 -1.589 1.365
C 1.074 -0.062 1.485
O -2.296 -0.052 -0.530
H 1.842 0.653 1.500
*
```

Summary:
HOMO level (spin up / spin down): -0.338 / -0.338 hartree
Molar mass: 106.1 g mol⁻¹
LUMO level (spin up / spin down): -1.22 / -1.22 eV

Results of the Mulliken charge analysis, in e, for atoms 1 through 6: atom 1 (H): 0.055, atom 2 (P): 0.012, atom 3 (C): -0.519, atom 4 (S): 0.327, atom 5 (H): 0.462, atom 6 (C): -0.296


Stability summary - winner: P; margin: 72.8 kcal/mol.


P.
ORCA calculation (wB97M-V/def2-TZVPD) on 7 unconnected molecules or ions with the total composition C26H69N3O14.

```
! wB97M-V def2-TZVPD RIJCOSX def2/J DEFGRID3
* xyz 0 1
H -3.267 2.889 3.879
O 0.552 -3.754 2.524
H -3.817 0.765 2.709
H -0.532 -1.714 0.547
H 3.575 -2.649 -2.650
H -2.682 0.847 -1.577
O 1.158 -2.180 -3.514
H 5.609 4.285 -3.942
H 3.458 4.148 -0.324
H 5.109 -1.527 -3.976
N 3.033 3.251 -0.093
C -3.497 3.335 2.904
H -4.543 -2.285 -6.481
O 2.009 -0.686 0.386
C 3.613 2.347 -1.104
H 4.530 2.949 1.503
H 6.653 -0.170 0.135
H -6.467 -1.693 -7.936
H 4.763 5.633 -3.092
H 2.364 -4.804 2.360
H -2.930 -0.658 -0.606
H -4.653 -0.680 -4.926
H 3.727 -2.569 1.848
H 2.883 1.588 -1.399
H -9.103 0.503 -6.663
H 4.330 2.408 -3.131
H -1.473 -0.549 5.406
H 3.493 -3.360 3.941
C -8.193 0.177 -7.163
O -4.240 -2.186 4.369
C -5.516 -2.031 -6.032
C -2.914 -2.081 4.848
H 4.066 0.056 1.037
C 3.720 -0.876 2.971
H 3.949 -1.025 -2.135
H 4.503 1.822 -0.741
C -3.331 -0.012 -1.395
O -7.494 -0.739 -6.358
H -0.213 -5.641 2.286
H 1.515 3.936 4.535
C 4.042 3.114 -2.341
O 5.573 -1.279 1.538
O 5.165 3.907 -1.967
O -4.130 1.239 1.912
H -2.190 2.008 1.881
H -4.529 3.701 2.890
H -6.018 -2.993 -5.892
C -6.311 -1.164 -6.989
H 5.068 0.636 2.287
H -2.818 -2.684 5.750
C 3.466 -1.598 -2.936
O -2.516 -0.006 3.714
H -0.697 -4.820 3.789
O -0.142 -1.054 2.452
H 1.609 -4.743 3.960
O 4.187 -1.320 -4.143
C -0.355 -0.764 1.058
H 3.256 3.726 -2.797
C 6.776 -0.706 1.094
H -3.125 -0.158 5.719
H 2.961 -0.139 3.249
H -5.181 -3.314 -3.721
H 0.220 -1.952 2.510
O -3.483 -0.673 -2.622
C 3.453 2.947 1.274
C -2.476 -0.620 4.973
H 2.262 -1.145 1.221
H -8.556 -0.309 -8.081
H 3.073 1.931 1.422
H -2.230 -2.526 4.110
H 1.735 -0.789 -2.031
H -4.248 -1.994 3.428
H -3.729 -2.576 -1.897
H -1.395 -4.380 2.183
H -5.734 -0.273 -7.281
H 3.375 3.907 3.172
H 2.738 4.923 1.851
C 2.583 -2.939 3.478
H 0.608 0.499 -0.412
C 4.632 -0.297 1.905
C -0.500 -4.676 2.724
N -5.298 -1.434 -4.700
O 1.492 3.417 2.541
H -4.241 0.434 -0.973
N 3.048 -2.058 2.402
H -7.554 1.024 -7.433
H 2.065 -2.434 4.293
O -2.641 4.491 2.742
H -0.025 3.511 3.829
C 0.823 0.049 0.567
C -4.270 -1.831 -2.497
H 1.950 -0.291 -3.654
H 0.720 5.127 3.438
H -3.662 -2.743 -4.331
C -4.604 -2.399 -3.869
H 0.919 0.950 1.189
C -3.234 2.339 1.803
H -3.323 2.765 0.803
H -1.263 -0.173 0.902
H 0.351 -1.759 -3.818
C 1.802 -4.166 3.048
C 0.889 4.070 3.643
H -2.797 4.987 3.551
C 5.488 4.820 -2.992
H 7.568 -1.399 0.815
H -1.795 -0.317 3.145
C 2.791 3.900 2.240
H 6.457 5.280 -2.787
C 2.026 -1.180 -3.011
H 7.102 0.063 1.799
H 4.262 -1.094 3.899
H -5.218 -1.664 -1.970
*
```

Summary:
HOMO level: -0.323 hartree
SMILES string: COCCNCCOC.COCCNCCOC.COCCNCCOC.OCCO.OCCO.OCCO.OCCO
Molar mass: 647.8 g mol⁻¹
LUMO level: 0.50 eV

Results of the Mulliken charge analysis, in e, for atoms 1 through 6: atom 1 (H): 0.244, atom 2 (O): -0.277, atom 3 (H): 0.442, atom 4 (H): 0.304, atom 5 (H): 0.360, atom 6 (H): 0.381


Q.
ORCA calculation (wB97M-V/def2-TZVPD) on 7 unconnected molecules or ions with the total composition C26H69N3O14.

```
! wB97M-V def2-TZVPD RIJCOSX def2/J DEFGRID3
* xyz 0 1
N 0.180 4.330 4.670
C -1.497 3.634 -3.802
O -1.082 6.353 3.017
C 2.562 -0.724 -1.751
H -2.749 -0.145 -4.106
H -0.360 -9.209 -5.114
O -1.615 -1.044 0.199
H -1.433 -1.955 0.125
H 0.087 4.586 7.467
C -0.555 2.052 3.872
N -1.054 -0.971 -3.609
H 3.197 6.815 8.253
H -0.911 -6.204 -0.646
C -0.912 5.042 1.090
H 1.544 5.846 4.949
H -1.331 -4.955 -1.721
C -1.449 -2.317 -3.341
H -0.183 5.998 6.846
C 0.632 2.983 4.280
H -1.200 4.299 1.741
H 1.293 0.996 2.286
C 0.666 -5.829 -3.302
H -0.107 -3.435 -0.704
H 0.082 -0.584 0.931
C -1.058 1.288 0.139
H 2.672 7.218 6.661
O -2.253 -4.329 -4.172
H -0.032 -0.476 -0.913
H -0.361 -0.851 -2.916
H -2.551 6.282 1.747
O -0.121 0.733 3.545
C 3.938 2.050 2.276
O 5.028 1.785 3.159
H 1.336 -6.487 -1.489
O 1.848 -1.621 -2.662
H -0.599 -2.989 -3.279
H -2.208 4.411 -3.950
H -0.334 4.941 4.012
H -1.113 -6.815 -3.389
C -0.862 -8.299 -5.585
C -2.245 -2.944 -4.475
C -1.069 -4.024 2.064
C -2.613 -5.134 -5.274
C -1.428 6.318 1.626
H 1.883 2.439 -1.743
H 4.247 2.201 1.219
C 2.377 0.694 -2.440
H -1.665 -2.879 -5.419
C -1.309 1.301 -3.710
H 0.325 -7.953 -3.304
O -0.073 -7.278 -5.091
H -1.726 1.462 0.974
O 1.819 5.672 7.728
H -0.997 3.870 -2.805
C -0.263 -4.322 -0.157
H 0.194 -4.994 -3.828
H 3.660 -0.949 -1.665
H 2.977 0.371 3.362
H 1.363 0.773 -2.562
H -0.174 -3.362 2.033
O -1.564 4.777 -0.156
H -1.140 3.959 -0.522
H -0.661 -8.380 -6.665
H 0.919 2.468 5.158
O 2.534 1.780 -1.566
H 2.599 0.858 -3.496
C 3.161 0.703 2.306
C 1.208 4.968 5.530
O -2.211 2.411 -3.921
H 2.045 4.288 5.621
C -0.476 -5.449 -1.170
H -0.140 6.563 2.960
H -1.773 1.556 -0.646
H 5.828 1.639 2.650
H 1.562 2.885 3.632
H -0.707 1.621 -2.843
H -1.809 -5.002 -5.942
H -1.965 0.211 2.680
C 0.708 5.327 6.979
H 1.702 -5.904 -3.735
C -1.993 0.036 -3.370
H 0.671 -4.284 0.428
O -1.387 -4.120 0.699
H -2.504 0.015 -2.382
N 0.761 -5.760 -1.900
H 0.098 4.963 0.902
C -0.483 -0.225 0.051
H -1.962 -8.145 -5.279
H -0.828 -1.043 2.927
H -0.675 1.317 -4.625
H 2.137 -0.609 -0.775
O 1.991 0.877 1.610
H 3.689 -0.089 1.709
H 3.139 2.690 2.626
H 2.184 -2.522 -2.375
H -0.685 3.611 -4.599
C -0.112 -7.090 -3.655
H -2.837 -6.185 -5.076
H -1.083 7.233 1.171
O -0.070 2.183 -0.116
H -3.256 -2.587 -4.505
H -3.473 -4.792 -5.844
H -0.651 -4.979 2.415
H 1.654 7.779 8.048
H 0.618 1.945 0.516
H -1.976 -3.576 2.530
H -1.189 2.353 3.051
C 2.338 6.985 7.660
H -1.786 -0.420 4.261
H -1.331 1.933 4.709
H -1.949 -2.376 -2.374
C -1.237 -0.117 3.393
*
```

Summary:
HOMO level: -0.312 hartree
SMILES string: COCCNCCOC.COCCNCCOC.COCCNCCOC.OCCO.OCCO.OCCO.OCCO
Molar mass: 647.8 g mol⁻¹
LUMO level: 0.55 eV

Results of the Mulliken charge analysis, in e, for atoms 1 through 6: atom 1 (N): 0.069, atom 2 (C): -0.482, atom 3 (O): -0.574, atom 4 (C): -0.322, atom 5 (H): 0.614, atom 6 (H): 0.315


Stability summary - winner: P; margin: 132.3 kcal/mol.


P.
ORCA calculation (wB97M-V/def2-TZVPD) on 2 unconnected molecules or ions with the total composition C5H11O2.

```
! wB97M-V def2-TZVPD RIJCOSX def2/J DEFGRID3
* xyz 0 2
H -3.512 -0.658 -0.124
H 1.326 1.783 -0.986
H 2.578 1.176 1.122
C 2.349 1.398 -1.068
H 3.028 2.234 -1.235
C 2.748 0.647 0.181
O -1.278 0.747 1.759
H -0.724 -1.959 0.488
H -2.139 -2.805 0.043
H -1.346 -1.752 -1.077
C -2.616 -0.762 0.488
C -1.879 0.592 0.724
H 2.175 -0.257 0.414
O -2.058 1.365 -0.260
H 2.241 0.883 -2.024
H -3.005 -1.100 1.448
C -1.667 -1.820 -0.033
H 3.779 0.289 0.138
*
```

Summary:
HOMO level (spin up / spin down): -0.391 / -0.387 hartree
Molar mass: 103.1 g mol⁻¹
<S²>: 0.75
LUMO level (spin up / spin down): 0.83 / -3.22 eV

Results of the Mulliken charge analysis, in e, for atoms 1 through 6: atom 1 (H): 0.320, atom 2 (H): 0.200, atom 3 (H): 0.271, atom 4 (C): -0.765, atom 5 (H): 0.270, atom 6 (C): -0.786


Q.
ORCA calculation (wB97M-V/def2-TZVPD) on 2 unconnected molecules or ions with the total composition C5H11O2.

```
! wB97M-V def2-TZVPD RIJCOSX def2/J DEFGRID3
* xyz 0 2
H 0.388 -0.649 -0.643
H -2.371 0.371 1.772
H -2.780 -1.791 -1.184
C 2.339 0.934 0.089
H -2.447 0.553 -0.539
H -1.414 -2.302 -0.256
O 2.496 0.375 -0.970
C -1.420 0.229 1.251
C -1.701 -0.177 -0.207
H 2.842 1.911 0.252
H -2.906 -1.844 0.598
H -0.644 -0.411 -2.087
C -0.439 -0.078 -1.068
H -0.871 1.168 1.272
C -2.257 -1.601 -0.240
H -0.077 0.952 -1.096
H -0.869 -0.531 1.810
O 1.694 0.522 1.117
*
```

Summary:
HOMO level (spin up / spin down): -0.402 / -0.401 hartree
Molar mass: 103.1 g mol⁻¹
<S²>: 0.75
LUMO level (spin up / spin down): 0.91 / -3.63 eV

Results of the Mulliken charge analysis, in e, for atoms 1 through 6: atom 1 (H): 0.310, atom 2 (H): 0.411, atom 3 (H): 0.357, atom 4 (C): 0.249, atom 5 (H): 0.195, atom 6 (H): 0.328


R.
ORCA calculation (wB97M-V/def2-TZVPD) on 2 unconnected molecules or ions with the total composition C5H11O2.

```
! wB97M-V def2-TZVPD RIJCOSX def2/J DEFGRID3
* xyz 0 2
O 0.821 -0.006 -1.750
C 0.902 -0.345 1.363
H -1.869 -1.762 -0.872
C -2.587 -0.119 0.294
H -3.009 0.901 0.235
H 0.371 -1.162 0.899
C 1.927 0.272 0.420
H 2.657 -0.475 0.093
C -2.285 -0.770 -0.939
H -2.550 -0.269 -1.854
C 1.340 0.933 -0.806
H 2.489 1.037 0.946
O -2.412 -0.639 1.379
H -0.036 -0.323 -1.483
H 0.565 1.638 -0.513
H 0.150 0.385 1.669
H 2.146 1.436 -1.335
H 1.380 -0.731 2.252
*
```

Summary:
HOMO level (spin up / spin down): -0.378 / -0.378 hartree
Molar mass: 103.1 g mol⁻¹
<S²>: 0.77
LUMO level (spin up / spin down): 0.93 / -2.01 eV

Results of the Mulliken charge analysis, in e, for atoms 1 through 6: atom 1 (O): -0.497, atom 2 (C): -1.072, atom 3 (H): 0.426, atom 4 (C): 0.305, atom 5 (H): 0.340, atom 6 (H): 0.269


Stability summary - winner: P; margin: 1.7 kcal/mol.